Entry 1:
A molecular structure, C29H30N3PPt in a non-equilibrium geometry. Source: the Open Molecules 2025 dataset; level of theory: ωB97M-V/def2-TZVPD.

Multiplicity   3
Total energy   -1747.9121 Ha
Expectation value of S²   2.030
Orbital gap (spin up / spin down)   7.06 / 6.65 eV
Molar mass   646.6 g/mol
Energy relative to the best compared isomer or geometry (same formula, charge and spin)   50.48 kJ/mol

Each line ends with the natural charge from an NBO analysis.
Atoms and positions in Å:
1 Pt -0.120 0.116 0.002  0.72
2 N -1.901 1.298 1.466  -0.87
3 C -2.759 0.501 2.340  -0.21
4 C -3.741 -0.354 1.541  -0.41
5 C -3.079 -1.493 0.768  -0.22
6 N -2.306 -1.030 -0.381  -0.83
7 H -1.319 1.916 2.026  0.39
8 H -2.482 1.887 0.875  0.37
9 H -3.343 1.137 3.025  0.18
10 H -2.114 -0.153 2.932  0.19
11 H -4.299 0.286 0.853  0.20
12 H -4.457 -0.793 2.238  0.22
13 H -3.859 -2.199 0.446  0.18
14 H -2.397 -2.017 1.443  0.20
15 H -2.874 -0.425 -0.970  0.37
16 H -2.021 -1.831 -0.938  0.38
17 C 7.081 -0.611 0.238  -0.21
18 C 6.534 -0.048 1.380  -0.20
19 C 5.205 0.340 1.404  -0.25
20 C 4.410 0.173 0.275  -0.23
21 C 4.978 -0.357 -0.880  -0.23
22 C 6.303 -0.753 -0.900  -0.21
23 P 2.570 0.328 0.252  0.84
24 C 2.236 1.414 1.686  -0.35
25 C 2.871 2.652 1.778  -0.16
26 C 2.465 3.583 2.720  -0.23
27 C 1.412 3.297 3.575  -0.22
28 C 0.780 2.066 3.494  -0.22
29 C 1.189 1.127 2.561  -0.23
30 C 2.180 -1.346 0.860  -0.30
31 C 3.058 -2.286 1.376  -0.23
32 C 2.564 -3.524 1.748  -0.23
33 C 1.218 -3.809 1.591  -0.21
34 C 0.352 -2.870 1.043  -0.26
35 C 0.815 -1.613 0.672  -0.32
36 H 8.106 -0.957 0.240  0.21
37 H 7.147 0.070 2.263  0.21
38 H 4.778 0.758 2.304  0.22
39 H 4.360 -0.474 -1.761  0.22
40 H 6.727 -1.185 -1.797  0.21
41 H 3.691 2.880 1.108  0.21
42 H 2.962 4.542 2.778  0.21
43 H 1.087 4.026 4.303  0.21
44 H -0.037 1.846 4.169  0.21
45 H 0.700 0.156 2.529  0.23
46 H 4.108 -2.058 1.476  0.22
47 H 3.231 -4.272 2.154  0.21
48 H 0.841 -4.775 1.898  0.21
49 H -0.686 -3.146 0.909  0.19
50 C 0.035 1.415 -1.690  -0.67
51 C -1.089 2.270 -1.469  0.06
52 C -0.988 3.405 -0.622  -0.27
53 C -2.027 4.284 -0.474  -0.15
54 C -3.226 4.101 -1.186  -0.24
55 C -3.363 2.967 -2.000  -0.18
56 C -2.325 2.080 -2.135  -0.21
57 C -4.228 5.079 -1.104  0.28
58 N -5.020 5.911 -1.041  -0.32
59 H 0.997 1.914 -1.566  0.22
60 H -0.016 0.796 -2.587  0.21
61 H -0.061 3.568 -0.089  0.22
62 H -1.927 5.144 0.173  0.23
63 H -4.281 2.816 -2.549  0.22
64 H -2.433 1.235 -2.801  0.20

Entry 2:
2 unconnected molecules or ions with the total composition C29H30N3S in a non-equilibrium geometry. Source: the Open Molecules 2025 dataset; level of theory: ωB97M-V/def2-TZVPD.

Total charge   +1
Multiplicity   1
Total energy   -1685.2714 Ha
Orbital gap   5.10 eV
Molar mass   452.6 g/mol

Each line ends with the natural charge from an NBO analysis.
Atoms and positions in Å:
1 C 4.030 4.139 -0.097  -0.41
2 N 2.988 3.208 0.291  -0.34
3 C 1.657 3.491 0.389  0.08
4 C 0.967 2.387 0.952  -0.17
5 C -0.376 2.248 1.361  0.19
6 C -1.570 2.322 0.577  -0.18
7 C -1.670 1.881 -0.769  -0.08
8 C -2.905 1.497 -1.284  -0.20
9 C -4.080 1.739 -0.552  -0.12
10 C -4.005 2.417 0.672  -0.24
11 C -2.771 2.743 1.214  -0.10
12 C 1.996 1.386 1.232  -0.14
13 C 1.930 0.068 1.645  -0.11
14 C 3.043 -0.756 1.464  -0.24
15 C 4.223 -0.250 0.911  -0.18
16 C 4.346 1.110 0.580  -0.26
17 C 3.219 1.903 0.744  0.21
18 H 4.944 3.586 -0.338  0.23
19 H 3.697 4.728 -0.959  0.22
20 H 4.263 4.834 0.726  0.22
21 H 1.264 4.463 0.102  0.24
22 H -0.527 2.429 2.438  0.23
23 H -0.766 1.801 -1.374  0.24
24 H -2.961 1.007 -2.260  0.23
25 H -5.051 1.411 -0.943  0.24
26 H -4.910 2.692 1.231  0.24
27 H -2.682 3.265 2.168  0.23
28 H 1.006 -0.292 2.083  0.23
29 H 2.971 -1.809 1.743  0.23
30 H 5.051 -0.934 0.727  0.23
31 H 5.257 1.545 0.184  0.23
32 C -1.805 -0.198 3.052  -0.60
33 C -2.535 -0.830 1.890  -0.21
34 C -3.559 -1.817 2.469  -0.61
35 C -1.526 -1.476 0.929  -0.07
36 C -2.241 -2.250 -0.156  -0.42
37 C -1.252 -2.987 -1.011  -0.20
38 N -0.200 -2.038 -1.389  -0.42
39 C 0.665 -2.292 -2.450  0.12
40 C 1.597 -1.279 -2.635  -0.13
41 C 2.621 -1.448 -3.567  -0.22
42 C 2.670 -2.649 -4.293  -0.22
43 C 1.714 -3.663 -4.101  -0.19
44 C 0.680 -3.483 -3.178  -0.24
45 S 1.305 0.035 -1.510  0.33
46 C 0.008 -0.868 -0.709  0.33
47 N -0.616 -0.467 0.366  -0.60
48 H -1.247 -0.971 3.603  0.21
49 H -1.131 0.578 2.687  0.19
50 H -2.520 0.272 3.737  0.21
51 H -3.060 -0.055 1.308  0.20
52 H -3.045 -2.674 2.935  0.21
53 H -4.137 -1.311 3.252  0.22
54 H -4.266 -2.191 1.718  0.21
55 H -0.920 -2.192 1.524  0.18
56 H -2.934 -2.971 0.276  0.23
57 H -2.821 -1.553 -0.783  0.21
58 H -0.794 -3.845 -0.496  0.21
59 H -1.711 -3.350 -1.931  0.21
60 H 3.351 -0.655 -3.676  0.23
61 H 3.454 -2.797 -5.033  0.23
62 H 1.770 -4.591 -4.666  0.23
63 H -0.090 -4.243 -3.016  0.23

Entry 3:
A molecular structure, C29H31BEuN11O2 in a non-equilibrium geometry. Source: the Open Molecules 2025 dataset; level of theory: ωB97M-V/def2-TZVPD.

Multiplicity   7
Total energy   -2611.8569 Ha
Expectation value of S²   12.011
Orbital gap (spin up / spin down)   7.37 / 7.39 eV
Molar mass   728.4 g/mol

Each line ends with the Löwdin charge.
Atoms and positions in Å:
1 Eu 0.092 -0.477 -0.156  1.86
2 C -2.965 -3.736 -1.894  -0.03
3 C -1.749 -2.971 -1.466  -0.28
4 N -1.715 -1.687 -1.379  -0.09
5 N -2.686 -0.843 -1.615  0.06
6 C -2.326 0.456 -1.655  -0.45
7 O -1.120 0.803 -1.551  -0.18
8 C -3.396 1.441 -1.841  -0.15
9 C -4.708 1.049 -2.111  -0.02
10 C -5.687 2.004 -2.303  -0.08
11 C -5.374 3.353 -2.224  -0.09
12 C -4.075 3.749 -1.938  -0.08
13 C -3.089 2.801 -1.748  -0.03
14 C -0.495 -3.644 -1.105  -0.22
15 C -0.423 -5.021 -0.880  0.00
16 C 0.796 -5.599 -0.573  -0.05
17 C 1.929 -4.798 -0.536  -0.06
18 C 1.775 -3.438 -0.757  -0.14
19 N 0.604 -2.860 -1.014  0.02
20 H -3.700 -3.044 -2.298  0.07
21 H -3.409 -4.250 -1.043  0.08
22 H -2.717 -4.478 -2.649  0.08
23 H -4.932 -0.002 -2.178  0.10
24 H -6.701 1.706 -2.517  0.10
25 H -6.139 4.095 -2.396  0.10
26 H -3.840 4.800 -1.868  0.10
27 H -2.070 3.092 -1.532  0.11
28 H -1.312 -5.627 -0.930  0.11
29 H 0.865 -6.658 -0.374  0.11
30 H 2.906 -5.220 -0.354  0.10
31 H 2.639 -2.779 -0.747  0.10
32 C -0.301 3.543 2.005  -0.04
33 C -0.853 2.421 1.391  -0.13
34 N 0.100 1.689 0.819  -0.07
35 N 1.266 2.322 1.037  0.01
36 C 1.051 3.434 1.760  -0.06
37 B 2.624 1.733 0.568  -0.64
38 N 2.873 0.442 1.370  0.02
39 C 3.968 0.010 2.016  -0.06
40 C 3.714 -1.261 2.489  -0.05
41 C 2.413 -1.536 2.079  -0.15
42 N 1.909 -0.505 1.405  -0.08
43 N 2.542 1.304 -0.938  0.02
44 C 3.108 1.900 -2.001  -0.05
45 C 2.948 1.085 -3.101  -0.04
46 C 2.261 -0.022 -2.615  -0.13
47 N 2.024 0.115 -1.311  -0.10
48 N 3.688 2.790 0.728  -0.01
49 C 3.630 4.060 0.244  -0.12
50 C 4.770 4.718 0.630  -0.06
51 C 5.491 3.758 1.358  -0.14
52 N 4.830 2.624 1.402  0.06
53 H -0.812 4.306 2.554  0.09
54 H -1.885 2.116 1.328  0.11
55 H 1.852 4.075 2.065  0.12
56 H 4.831 0.639 2.107  0.09
57 H 4.369 -1.896 3.045  0.09
58 H 1.819 -2.416 2.251  0.11
59 H 3.605 2.845 -1.932  0.11
60 H 3.281 1.264 -4.101  0.09
61 H 1.957 -0.919 -3.129  0.11
62 H 2.789 4.405 -0.323  0.13
63 H 5.048 5.731 0.428  0.09
64 H 6.442 3.850 1.841  0.10
65 C -1.629 -2.931 3.073  -0.06
66 C -2.144 -1.990 1.960  -0.58
67 C -2.895 -0.791 2.548  -0.06
68 O -1.094 -1.601 1.171  -0.42
69 H -2.456 -3.316 3.663  0.07
70 H -0.947 -2.377 3.715  0.07
71 H -1.087 -3.763 2.628  0.06
72 H -2.854 -2.582 1.344  0.13
73 H -2.194 -0.163 3.098  0.07
74 H -3.684 -1.123 3.217  0.07
75 H -3.342 -0.204 1.746  0.06

Entry 4:
A molecular structure, C29H31BF2I2N3O6STi in a non-equilibrium geometry. Source: the Open Molecules 2025 dataset; level of theory: ωB97M-V/def2-TZVPD.

Total charge   -1
Multiplicity   1
Total energy   -3807.3522 Ha
Orbital gap   4.65 eV
Molar mass   900.1 g/mol
Energy relative to the best compared isomer or geometry (same formula, charge and spin)   187.14 kJ/mol

Each line ends with the Löwdin charge.
Atoms and positions in Å:
1 Ti -0.258 0.992 -1.443  0.71
2 C 2.485 2.257 2.029  -0.07
3 C 1.211 1.828 2.751  -0.38
4 C 1.158 2.452 4.150  -0.07
5 C -0.054 2.166 1.989  -0.23
6 C -0.146 3.257 1.128  -0.04
7 C -1.355 3.584 0.525  -0.06
8 C -2.515 2.852 0.774  -0.30
9 C -3.824 3.262 0.163  -0.06
10 C -2.412 1.745 1.612  -0.05
11 C -1.204 1.413 2.208  -0.06
12 H 3.357 1.774 2.477  0.07
13 H 2.631 3.337 2.093  0.09
14 H 2.456 2.001 0.971  0.06
15 H 1.235 0.737 2.878  0.12
16 H 2.071 2.233 4.710  0.07
17 H 0.304 2.079 4.720  0.07
18 H 1.057 3.536 4.067  0.08
19 H 0.727 3.866 0.928  0.11
20 H -1.408 4.443 -0.135  0.12
21 H -3.834 3.053 -0.910  0.01
22 H -3.988 4.334 0.279  0.08
23 H -4.655 2.723 0.618  0.08
24 H -3.296 1.147 1.805  0.11
25 H -1.153 0.556 2.875  0.11
26 O -3.659 0.147 -0.978  0.09
27 C -3.018 -0.512 -1.750  -0.55
28 N -1.628 -0.714 -1.652  -0.18
29 S -1.113 -1.751 -2.756  0.75
30 O -0.348 -1.034 -3.830  -0.14
31 O -0.393 -2.868 -2.221  -0.25
32 C -2.661 -2.115 -3.490  -0.21
33 C -2.941 -2.894 -4.596  -0.02
34 C -4.227 -2.798 -5.110  -0.06
35 C -5.171 -1.943 -4.540  -0.04
36 C -4.868 -1.181 -3.420  0.03
37 C -3.591 -1.286 -2.904  -0.13
38 H -2.194 -3.536 -5.041  0.12
39 H -4.493 -3.377 -5.984  0.11
40 H -6.151 -1.862 -4.991  0.11
41 H -5.575 -0.491 -2.979  0.13
42 F 0.956 0.892 -4.396  0.14
43 B 0.625 0.144 -3.322  -0.98
44 F 1.767 -0.502 -2.807  0.07
45 I -1.893 2.361 -3.050  0.50
46 I -4.421 4.591 -4.383  -0.79
47 O 2.832 3.543 -1.110  0.04
48 C 2.116 2.981 -1.902  -0.42
49 O 1.011 2.348 -1.588  -0.27
50 H 2.326 2.951 -2.983  0.14
51 C 2.090 -4.069 1.768  0.00
52 N 1.380 -2.804 1.967  -0.06
53 N 1.753 -1.788 1.093  0.07
54 C 0.646 -1.137 0.650  -0.36
55 O 0.714 -0.105 -0.054  -0.08
56 C -0.488 -1.805 1.214  0.08
57 C -0.003 -2.815 1.970  -0.25
58 C -0.732 -3.819 2.792  -0.01
59 C 3.084 -1.278 1.083  -0.18
60 C 3.566 -0.673 -0.069  0.02
61 C 4.851 -0.154 -0.057  -0.05
62 C 5.647 -0.255 1.076  -0.08
63 C 5.151 -0.871 2.216  -0.09
64 C 3.862 -1.381 2.229  -0.04
65 H 3.151 -3.861 1.658  0.08
66 H 1.729 -4.588 0.877  0.11
67 H 1.946 -4.690 2.649  0.09
68 H -1.511 -1.518 1.046  0.13
69 H -1.790 -3.571 2.816  0.09
70 H -0.348 -3.824 3.812  0.09
71 H -0.626 -4.826 2.383  0.09
72 H 2.952 -0.608 -0.957  0.11
73 H 5.228 0.332 -0.947  0.11
74 H 6.649 0.152 1.072  0.10
75 H 5.759 -0.937 3.109  0.10
76 H 3.454 -1.833 3.124  0.11